(1)
ORCA calculation (wB97M-V/def2-TZVPD) on 2 unconnected molecules or ions with the total composition C4H11NO in a non-equilibrium geometry.

Computed properties:
HOMO	-9.65	eV
HOMO-LUMO gap	10.44	eV
SMILES	CC(N)=O.CC
ΔE to the lowest compared entry with this formula, charge and spin	74.2	kJ/mol

Atoms and positions in Å:
1 C -2.63 0.01 -0.11
2 C -1.90 0.06 -1.40
3 N -1.62 -1.11 -2.02
4 O -1.60 1.12 -1.93
5 H -3.67 -0.08 -0.44
6 H -2.43 0.83 0.57
7 H -2.28 -0.84 0.49
8 H -1.13 -1.20 -2.90
9 H -1.75 -2.02 -1.60
10 C 2.25 -0.27 0.94
11 C 2.47 1.21 1.30
12 H 2.43 -0.58 -0.08
13 H 2.84 -1.00 1.49
14 H 1.36 -0.76 1.40
15 H 3.54 1.35 1.48
16 H 1.94 1.34 2.25
17 H 2.17 1.93 0.56

These are the Löwdin partial charges, in e, on atoms 1 to 4:
1 C -0.015
2 C -0.614
3 N 0.146
4 O 0.026


(2)
ORCA calculation (wB97M-V/def2-TZVPD) on a molecular structure, C37H58As3SbSi3Zn.

Computed properties:
HOMO	-13.59	eV
HOMO-LUMO gap	8.26	eV
charge	+2
ΔE to the lowest compared entry with this formula, charge and spin	41.8	kJ/mol

Atoms and positions in Å:
1 Zn -0.44 -0.38 -0.33
2 C -2.32 -2.58 2.97
3 As -2.16 -1.66 1.25
4 C -2.67 -3.18 0.13
5 C -3.84 -0.68 1.06
6 C -4.82 -0.82 2.04
7 C -6.06 -0.22 1.90
8 C -6.34 0.52 0.76
9 C -5.36 0.68 -0.20
10 C -4.10 0.10 -0.06
11 As -2.76 0.41 -1.46
12 C -3.80 0.04 -3.09
13 C -2.78 2.37 -1.51
14 H -3.13 -3.31 2.92
15 H -2.50 -1.89 3.80
16 H -1.39 -3.11 3.17
17 H -3.70 -3.47 0.34
18 H -2.02 -4.03 0.36
19 H -2.59 -2.94 -0.94
20 H -4.61 -1.41 2.92
21 H -6.81 -0.35 2.67
22 H -7.31 0.97 0.62
23 H -5.58 1.27 -1.08
24 H -4.73 0.61 -3.07
25 H -4.04 -1.02 -3.15
26 H -3.22 0.33 -3.97
27 H -3.77 2.74 -1.80
28 H -2.06 2.73 -2.24
29 H -2.53 2.80 -0.53
30 C -1.84 5.46 4.18
31 C -2.34 4.16 4.24
32 C -1.86 3.19 3.37
33 C -0.89 3.52 2.44
34 C -0.43 4.82 2.34
35 C -0.90 5.78 3.22
36 Sb 0.06 1.98 1.24
37 C 1.59 3.22 0.39
38 C 2.52 3.93 1.14
39 C 3.42 4.77 0.52
40 C 3.38 4.94 -0.86
41 C 2.44 4.26 -1.61
42 C 1.55 3.41 -0.99
43 C 0.98 0.95 2.89
44 C 2.33 1.00 3.18
45 C 2.85 0.30 4.26
46 C 2.01 -0.44 5.07
47 C 0.65 -0.50 4.80
48 C 0.15 0.18 3.70
49 H -2.19 6.20 4.88
50 H -3.09 3.90 4.97
51 H -2.26 2.19 3.43
52 H 0.30 5.10 1.59
53 H -0.51 6.79 3.15
54 H 2.51 3.84 2.22
55 H 4.14 5.31 1.10
56 H 4.08 5.61 -1.35
57 H 2.40 4.42 -2.68
58 H 0.81 2.87 -1.58
59 H 2.99 1.60 2.57
60 H 3.90 0.34 4.47
61 H 2.40 -0.97 5.93
62 H -0.01 -1.05 5.44
63 H -0.92 0.14 3.49
64 C -0.18 -5.00 -1.82
65 Si 0.47 -3.61 -2.95
66 C 1.92 -4.33 -3.95
67 C -0.90 -2.86 -4.05
68 As 1.24 -1.69 -1.60
69 Si 2.21 -0.09 -3.15
70 C 3.45 1.03 -2.24
71 C 3.10 -1.01 -4.56
72 C 0.66 0.83 -3.79
73 Si 2.81 -2.49 0.05
74 C 3.86 -1.05 0.73
75 C 3.89 -3.79 -0.82
76 C 1.66 -3.16 1.42
77 H 0.00 -5.97 -2.29
78 H -1.25 -4.94 -1.63
79 H 0.34 -5.02 -0.86
80 H 1.57 -5.18 -4.53
81 H 2.71 -4.68 -3.30
82 H 2.35 -3.62 -4.65
83 H -1.52 -3.63 -4.50
84 H -0.47 -2.29 -4.87
85 H -1.56 -2.19 -3.49
86 H 4.40 0.51 -2.11
87 H 3.10 1.35 -1.26
88 H 3.65 1.92 -2.82
89 H 3.70 -1.82 -4.17
90 H 3.77 -0.33 -5.08
91 H 2.41 -1.40 -5.29
92 H 0.24 1.48 -3.03
93 H -0.12 0.12 -4.07
94 H 0.88 1.44 -4.66
95 H 4.63 -0.75 0.02
96 H 4.36 -1.34 1.64
97 H 3.25 -0.18 0.95
98 H 4.25 -3.40 -1.78
99 H 3.34 -4.71 -1.01
100 H 4.76 -4.05 -0.23
101 H 0.98 -2.37 1.76
102 H 2.21 -3.51 2.28
103 H 1.06 -3.98 1.06

These are the Löwdin partial charges, in e, on atoms 1 to 4:
1 Zn 0.076
2 C -0.265
3 As 1.097
4 C -0.281


(3)
ORCA calculation (wB97M-V/def2-TZVPD) on 2 unconnected molecules or ions with the total composition C35H31N2O3 in a non-equilibrium geometry.

Computed properties:
HOMO	-2.87	eV
HOMO-LUMO gap	4.11	eV
charge	-1
ΔE to the lowest compared entry with this formula, charge and spin	0.0	kJ/mol

Atoms and positions in Å:
1 C -1.20 1.73 -3.86
2 C -1.68 1.86 -2.44
3 C -1.24 3.18 -1.85
4 C -3.19 1.73 -2.40
5 O -1.15 0.72 -1.64
6 C 0.20 0.76 -1.32
7 C 0.42 1.14 0.09
8 N 1.65 1.37 0.42
9 C 2.26 2.01 1.39
10 C 3.72 1.95 1.37
11 C 4.48 2.36 2.49
12 C 5.87 2.29 2.45
13 C 6.51 1.78 1.31
14 C 5.75 1.32 0.22
15 C 4.36 1.39 0.25
16 C 1.51 2.81 2.37
17 C 1.99 4.10 2.70
18 C 1.23 4.97 3.48
19 C -0.03 4.56 3.95
20 C -0.50 3.26 3.67
21 C 0.26 2.39 2.88
22 O 1.08 0.51 -2.11
23 H -1.51 0.75 -4.27
24 H -1.67 2.51 -4.47
25 H -0.12 1.82 -3.92
26 H -1.67 3.33 -0.85
27 H -0.15 3.24 -1.79
28 H -1.59 4.00 -2.49
29 H -3.59 1.88 -1.39
30 H -3.64 2.50 -3.05
31 H -3.51 0.75 -2.78
32 H -0.44 1.28 0.76
33 H 3.96 2.72 3.38
34 H 6.43 2.63 3.31
35 H 7.60 1.73 1.29
36 H 6.25 0.91 -0.66
37 H 3.74 1.01 -0.57
38 H 2.96 4.42 2.32
39 H 1.62 5.96 3.71
40 H -0.65 5.25 4.51
41 H -1.47 2.94 4.04
42 H -0.09 1.38 2.68
43 N -7.83 -1.17 2.16
44 C -6.72 -1.25 1.82
45 C -5.34 -1.39 1.42
46 C -4.58 -0.27 1.03
47 C -3.25 -0.42 0.65
48 C -2.64 -1.70 0.63
49 C -1.29 -1.88 0.15
50 C -0.85 -3.10 -0.25
51 C 0.50 -3.32 -0.77
52 C 0.78 -4.65 -1.44
53 C -0.26 -5.50 -1.87
54 C 0.02 -6.62 -2.67
55 C 1.34 -6.89 -3.05
56 C 2.39 -6.09 -2.56
57 C 2.11 -4.99 -1.75
58 O 1.38 -2.46 -0.72
59 C -3.42 -2.81 1.06
60 C -4.75 -2.66 1.42
61 H -5.05 0.73 1.03
62 H -2.66 0.44 0.33
63 H -0.63 -1.01 0.09
64 H -1.52 -3.95 -0.20
65 H -1.29 -5.27 -1.59
66 H -0.80 -7.26 -2.98
67 H 1.55 -7.72 -3.72
68 H 3.43 -6.32 -2.82
69 H 2.92 -4.37 -1.36
70 H -2.97 -3.80 1.12
71 H -5.34 -3.53 1.72

These are the Löwdin partial charges, in e, on atoms 1 to 4:
1 C -0.043
2 C -0.595
3 C -0.029
4 C -0.040


(4)
ORCA calculation (wB97M-V/def2-TZVPD) on a molecular structure, C42H69Br22F6NO7P in a non-equilibrium geometry.

Computed properties:
HOMO	-10.21	eV
HOMO-LUMO gap	6.12	eV
charge	+1
ΔE to the lowest compared entry with this formula, charge and spin	0.0	kJ/mol

Atoms and positions in Å:
1 C -0.57 -0.94 -8.68
2 C -1.91 -1.52 -8.36
3 O -2.43 -2.42 -8.96
4 O -2.54 -0.89 -7.32
5 C -2.98 -1.79 -6.28
6 C -1.84 -2.57 -5.62
7 C -1.98 -2.56 -4.09
8 C -1.60 -3.89 -3.42
9 C -0.08 -4.08 -3.25
10 C 0.71 -2.85 -2.93
11 C 1.66 -2.43 -3.82
12 N 2.39 -1.32 -3.63
13 P 3.66 -0.93 -4.95
14 O 4.93 -1.73 -4.33
15 O 3.20 -1.88 -6.15
16 C 2.24 -0.53 -2.54
17 C 3.08 0.71 -2.49
18 C 2.63 1.80 -3.49
19 O 1.21 1.85 -3.52
20 C 0.65 1.97 -4.77
21 C -0.48 1.00 -4.97
22 O 1.03 2.77 -5.57
23 C 1.31 -0.91 -1.56
24 C 1.18 -0.04 -0.31
25 F 2.40 0.23 0.20
26 F 0.49 -0.64 0.67
27 C 0.41 1.32 -0.58
28 F 1.24 2.34 -0.74
29 F -0.42 1.16 -1.59
30 F -0.34 1.60 0.49
31 C 0.56 -2.07 -1.75
32 C -0.47 -2.57 -0.76
33 C -1.68 -1.69 -0.60
34 O -2.25 -1.09 -1.45
35 F -2.11 -1.64 0.67
36 H -0.17 -1.42 -9.56
37 H -0.69 0.14 -8.82
38 H 0.07 -1.06 -7.81
39 H -3.72 -2.47 -6.71
40 H -3.51 -1.16 -5.57
41 H -1.82 -3.58 -6.03
42 H -0.93 -2.02 -5.90
43 H -3.03 -2.38 -3.85
44 H -1.44 -1.71 -3.69
45 H -2.16 -4.04 -2.50
46 H -1.94 -4.69 -4.09
47 H 0.35 -4.53 -4.14
48 H 0.11 -4.80 -2.45
49 H 1.83 -3.00 -4.71
50 H 4.90 -1.76 -3.36
51 H 3.54 -2.79 -6.06
52 H 3.10 1.16 -1.51
53 H 4.13 0.51 -2.74
54 H 3.03 2.75 -3.15
55 H 3.03 1.64 -4.49
56 H -0.77 0.96 -6.01
57 H -1.31 1.30 -4.32
58 H -0.15 0.02 -4.60
59 H -0.81 -3.58 -0.99
60 H 0.00 -2.65 0.22
61 Br -3.33 6.49 1.19
62 C -1.98 5.13 0.85
63 C -1.26 5.40 -0.45
64 Br -2.34 4.92 -2.00
65 H -2.47 4.17 0.85
66 H -1.27 5.19 1.67
67 H -0.37 4.78 -0.52
68 H -0.99 6.44 -0.58
69 Br -4.24 4.55 7.04
70 C -2.41 4.88 6.47
71 C -2.35 5.75 5.24
72 Br -2.81 4.78 3.61
73 H -1.95 3.91 6.32
74 H -1.93 5.40 7.29
75 H -1.34 6.10 5.08
76 H -3.03 6.59 5.29
77 Br 3.22 -3.74 -1.40
78 C 3.93 -5.15 -0.25
79 C 2.95 -6.29 -0.21
80 Br 1.40 -5.83 0.86
81 H 4.12 -4.70 0.71
82 H 4.87 -5.47 -0.69
83 H 3.40 -7.16 0.25
84 H 2.57 -6.56 -1.19
85 Br -2.64 -5.24 0.95
86 C -2.07 -6.63 2.19
87 C -3.07 -7.75 2.26
88 Br -4.65 -7.26 3.29
89 H -1.93 -6.14 3.15
90 H -1.12 -6.99 1.81
91 H -2.64 -8.61 2.77
92 H -3.42 -8.06 1.28
93 Br 0.01 7.03 7.93
94 C 1.83 7.33 7.30
95 C 1.85 8.14 6.04
96 Br 1.35 7.08 4.49
97 H 2.29 6.35 7.18
98 H 2.33 7.86 8.11
99 H 2.86 8.50 5.83
100 H 1.18 8.99 6.07
101 Br -0.54 -2.41 3.38
102 C 0.91 -3.34 4.28
103 C 2.20 -2.57 4.22
104 Br 3.00 -2.68 2.45
105 H 0.99 -4.31 3.81
106 H 0.59 -3.46 5.31
107 H 2.93 -3.01 4.90
108 H 2.09 -1.51 4.44
109 Br -8.36 -11.51 2.09
110 C -8.10 -10.53 3.74
111 C -6.64 -10.41 4.09
112 Br -5.93 -12.08 4.81
113 H -8.67 -11.03 4.50
114 H -8.52 -9.54 3.56
115 H -6.50 -9.67 4.88
116 H -6.02 -10.15 3.24
117 Br 3.59 12.39 11.62
118 C 2.32 11.95 10.21
119 C 2.42 10.51 9.80
120 Br 3.98 10.18 8.70
121 H 2.52 12.63 9.39
122 H 1.34 12.16 10.63
123 H 1.56 10.23 9.19
124 H 2.48 9.83 10.65
125 Br -6.64 -0.45 -8.69
126 C -5.31 -1.19 -9.90
127 C -5.23 -0.41 -11.18
128 Br -6.71 -0.81 -12.37
129 H -5.56 -2.23 -10.05
130 H -4.37 -1.13 -9.36
131 H -4.33 -0.69 -11.73
132 H -5.24 0.66 -11.02
133 Br 4.01 10.90 4.06
134 C 2.38 11.57 3.24
135 C 1.76 12.68 4.04
136 Br 0.85 12.01 5.62
137 H 1.71 10.72 3.12
138 H 2.68 11.93 2.26
139 H 0.99 13.19 3.46
140 H 2.50 13.40 4.38
141 Br 5.26 -5.06 3.69
142 C 6.65 -6.43 3.64
143 C 7.48 -6.31 2.39
144 Br 6.53 -7.00 0.84
145 H 6.16 -7.39 3.73
146 H 7.26 -6.25 4.52
147 H 8.38 -6.91 2.47
148 H 7.75 -5.29 2.17

These are the Löwdin partial charges, in e, on atoms 1 to 4:
1 C 0.033
2 C -0.549
3 O 0.122
4 O -0.045


(5)
ORCA calculation (wB97M-V/def2-TZVPD) on C21H18N2O5 in the gas phase in a non-equilibrium geometry.

Computed properties:
HOMO	-8.16	eV
HOMO-LUMO gap	8.51	eV
SMILES	COc1ccc(C2=CC3=NNC(=O)[C@H]3[C@H](c3ccc4c(c3)OCO4)C2)c(O)c1
ΔE to the lowest compared entry with this formula, charge and spin	499.2	kJ/mol

Atoms and positions in Å:
1 C 5.91 0.46 -3.73
2 O 4.79 -0.22 -4.13
3 C 3.96 -0.63 -3.06
4 C 3.82 0.03 -1.83
5 C 2.89 -0.46 -0.91
6 C 1.92 -1.39 -1.21
7 C 0.72 -1.44 -0.27
8 C 0.41 -2.61 0.31
9 C -0.86 -2.75 1.07
10 N -1.11 -3.83 1.71
11 N -2.31 -3.57 2.38
12 C -2.72 -2.26 2.09
13 O -3.67 -1.75 2.74
14 C -1.73 -1.58 1.11
15 C -0.85 -0.33 1.26
16 C -1.66 0.95 1.61
17 C -1.44 1.66 2.79
18 C -2.21 2.73 3.18
19 C -3.11 3.34 2.27
20 C -3.44 2.68 1.13
21 C -2.72 1.49 0.71
22 O -4.50 3.39 0.64
23 C -4.88 4.46 1.48
24 O -3.86 4.46 2.52
25 C 0.00 -0.11 0.02
26 C 2.06 -2.07 -2.42
27 O 1.20 -3.02 -2.79
28 C 3.04 -1.66 -3.40
29 H 6.41 -0.08 -2.92
30 H 5.75 1.60 -3.54
31 H 6.48 0.38 -4.59
32 H 4.41 0.90 -1.72
33 H 3.03 0.07 -0.02
34 H 1.14 -3.50 0.10
35 H -2.52 -4.05 3.14
36 H -2.24 -1.45 0.22
37 H -0.17 -0.50 2.16
38 H -0.67 1.42 3.46
39 H -2.03 3.25 4.12
40 H -3.06 0.93 -0.16
41 H -5.80 4.16 2.10
42 H -5.00 5.42 1.03
43 H 0.64 0.74 0.26
44 H -0.58 0.20 -0.88
45 H 1.51 -3.34 -3.66
46 H 3.06 -2.12 -4.37

These are the Löwdin partial charges, in e, on atoms 1 to 4:
1 C -0.144
2 O -0.101
3 C -0.229
4 C -0.018


(6)
ORCA calculation (wB97M-V/def2-TZVPD) on 3 unconnected molecules or ions with the total composition C4H15NO2 in a non-equilibrium geometry.

Computed properties:
HOMO	-8.36	eV
HOMO-LUMO gap	9.13	eV
SMILES	CCCNC.O.O
ΔE to the lowest compared entry with this formula, charge and spin	175.4	kJ/mol

Atoms and positions in Å:
1 C 0.50 -2.26 -0.67
2 C 0.13 -1.02 -1.56
3 C 0.94 0.15 -1.05
4 N 0.34 0.71 0.19
5 C 0.73 2.06 0.61
6 H 1.56 -2.34 -0.43
7 H -0.02 -3.13 -1.07
8 H 0.03 -2.05 0.29
9 H -0.94 -0.78 -1.62
10 H 0.39 -1.34 -2.58
11 H 0.86 1.08 -1.61
12 H 1.97 -0.14 -0.83
13 H -0.01 0.16 0.95
14 H 1.72 2.16 1.07
15 H -0.08 2.30 1.30
16 H 0.56 2.73 -0.24
17 O -5.71 0.46 0.94
18 H -6.34 0.02 0.37
19 H -5.27 -0.25 1.44
20 O 3.58 -0.16 0.98
21 H 3.80 0.71 1.28
22 H 2.66 -0.35 1.16

These are the Löwdin partial charges, in e, on atoms 1 to 4:
1 C -0.098
2 C -0.231
3 C -0.246
4 N -0.159


(7)
ORCA calculation (wB97M-V/def2-TZVPD) on C5H6O in the gas phase.

Computed properties:
HOMO	-9.09	eV
HOMO-LUMO gap	9.91	eV
ΔE to the lowest compared entry with this formula, charge and spin	466.3	kJ/mol

Atoms and positions in Å:
1 C -1.05 0.85 -0.03
2 C -1.01 -0.49 0.30
3 O -0.66 -1.48 -0.62
4 C 0.52 -1.40 0.15
5 C 1.48 -0.50 -0.23
6 C 1.54 0.76 -0.42
7 H 0.42 1.17 0.02
8 H -1.52 1.53 0.68
9 H -1.11 1.11 -1.08
10 H -1.41 -0.86 1.25
11 H 0.62 -2.15 0.92
12 H 2.18 1.45 -0.96

These are the Löwdin partial charges, in e, on atoms 1 to 4:
1 C -0.040
2 C -0.262
3 O -0.030
4 C -0.202


(8)
ORCA calculation (wB97M-V/def2-TZVPD) on C7H12 in the gas phase in a non-equilibrium geometry.

Computed properties:
HOMO	-8.92	eV
HOMO-LUMO gap	10.04	eV
SMILES	C=C(C)C/C=C/C
ΔE to the lowest compared entry with this formula, charge and spin	119.3	kJ/mol

Atoms and positions in Å:
1 C -0.80 0.70 1.65
2 C -0.07 1.31 0.72
3 C -0.29 2.75 0.39
4 C 1.04 0.64 -0.03
5 C 0.92 -0.86 -0.32
6 C -0.19 -1.53 -0.56
7 C -0.24 -2.90 -1.16
8 H -1.59 1.21 2.19
9 H -0.68 -0.35 1.87
10 H -0.90 2.91 -0.52
11 H -0.92 3.25 1.11
12 H 0.63 3.26 0.11
13 H 1.99 0.78 0.51
14 H 1.22 1.04 -1.03
15 H 1.90 -1.31 -0.43
16 H -1.17 -1.06 -0.53
17 H -0.42 -2.87 -2.23
18 H -1.06 -3.49 -0.75
19 H 0.63 -3.48 -0.98

These are the Löwdin partial charges, in e, on atoms 1 to 4:
1 C 0.037
2 C -0.379
3 C -0.078
4 C -0.169


- What is the HOMO in the fifth record?
  -8.16 eV


- Number 8 is which compound?
  C7H12